C21H49CeN2OP3 | the ωB97M-V functional and the def2-TZVPD basis

Computed properties:
2S+1: 2
E_HOMO (alpha / beta), eV: -10.161 / -10.217
M, g mol⁻¹: 578.674
Net charge: +1
Frontier orbital gap (alpha / beta), Ha: 0.298 / 0.300
ΔE to the lowest compared entry with this formula, charge and spin, kJ/mol: 0.00
LUMO level (alpha / beta), eV: -2.0 / -2.0

Each line ends with the Löwdin charge.
CARTESIAN COORDINATES (ANGSTROEM)
Ce1 1.347 -1.129 -0.522  0.84
C1 2.242 -3.422 3.483  -0.25
P1 1.626 -2.165 2.297  0.81
C2 1.904 -0.629 3.264  -0.25
C3 -0.201 -2.369 2.524  -0.43
C4 -0.738 -3.606 1.797  -0.38
P2 -0.398 -3.533 -0.033  0.82
C5 -0.084 -5.307 -0.395  -0.26
C6 -2.107 -3.369 -0.690  -0.26
H1 1.788 -3.259 4.461  0.05
H2 3.325 -3.347 3.572  0.05
H3 2.003 -4.426 3.133  0.04
H4 1.434 -0.704 4.245  0.06
H5 1.485 0.216 2.717  0.01
H6 2.974 -0.464 3.392  0.05
H7 -0.665 -1.472 2.109  0.03
H8 -0.420 -2.417 3.594  0.09
H9 -1.818 -3.677 1.936  0.09
H10 -0.296 -4.521 2.196  0.07
H11 -0.878 -5.921 0.031  0.05
H12 0.876 -5.610 0.024  0.04
H13 -0.059 -5.467 -1.473  0.05
H14 -2.706 -4.227 -0.386  0.05
H15 -2.079 -3.312 -1.778  0.05
H16 -2.554 -2.453 -0.304  0.03
N1 3.333 -1.487 -4.459  0.21
C7 3.030 -1.306 -3.173  -0.49
O1 1.922 -1.685 -2.732  -0.15
C8 4.074 -0.608 -2.329  -0.21
C9 3.800 -0.647 -0.805  -0.32
H17 2.671 -1.914 -5.086  0.13
H18 4.228 -1.208 -4.822  0.13
H19 4.101 0.428 -2.680  0.12
H20 5.038 -1.052 -2.602  0.12
H21 4.290 0.230 -0.372  0.04
H22 4.371 -1.495 -0.398  0.03
C10 1.758 2.493 -0.615  -0.08
C11 0.328 2.524 -1.176  -0.57
C12 -0.095 3.970 -1.416  -0.07
C13 0.376 1.781 -2.519  -0.07
P3 -0.813 1.494 -0.002  0.88
N2 -0.154 0.174 0.476  -0.42
C14 -1.255 2.588 1.504  -0.59
C15 -2.259 3.712 1.259  -0.07
C16 0.068 3.186 2.011  -0.09
C17 -1.759 1.658 2.621  -0.09
C18 -2.422 1.130 -0.985  -0.57
C19 -2.142 -0.013 -1.979  -0.09
C20 -3.067 2.292 -1.739  -0.07
C21 -3.420 0.594 0.053  -0.09
H23 2.468 2.782 -1.394  0.10
H24 2.018 1.490 -0.271  0.03
H25 1.895 3.173 0.219  0.07
H26 0.576 4.422 -2.152  0.10
H27 -0.033 4.567 -0.507  0.07
H28 -1.110 4.045 -1.801  0.06
H29 1.213 2.146 -3.118  0.10
H30 -0.532 1.929 -3.099  0.07
H31 0.519 0.704 -2.372  0.04
H32 -1.995 4.329 0.400  0.06
H33 -2.283 4.359 2.139  0.10
H34 -3.270 3.334 1.110  0.07
H35 0.396 4.031 1.407  0.07
H36 0.851 2.426 2.029  0.07
H37 -0.066 3.547 3.032  0.09
H38 -2.784 1.331 2.474  0.06
H39 -1.718 2.188 3.576  0.09
H40 -1.113 0.782 2.689  0.05
H41 -1.800 0.355 -2.943  0.07
H42 -3.059 -0.578 -2.160  0.09
H43 -1.400 -0.713 -1.587  0.03
H44 -2.444 2.650 -2.558  0.06
H45 -3.292 3.132 -1.084  0.07
H46 -4.008 1.944 -2.172  0.10
H47 -2.949 -0.145 0.705  0.07
H48 -4.265 0.120 -0.452  0.09
H49 -3.820 1.399 0.666  0.06

Cartesian forces (eV/Å) of the 6 atoms listed first:
Ce -0.45 0.37 0.80
C 0.16 -0.01 -0.35
P -0.35 0.07 0.91
C 0.09 -0.09 -0.13
C 0.11 -0.11 -0.03
C 0.16 0.23 -0.10